A molecular structure, C47H46BiN3O6Si in a non-equilibrium geometry. Source: the OMol25 dataset; level of theory: the ωB97M-V functional and the def2-TZVPD basis.

Each line ends with the Mulliken charge.
Element x y z (Å)
Bi 1.58932 0.17768 -0.12648  0.771
O 2.68795 -4.59137 -1.33430  -0.644
C 2.37788 -3.63809 -0.36298  0.988
O 1.34769 -2.96906 -0.48814  -0.373
C 2.83307 -4.15542 0.99060  -1.068
O 2.95661 -3.11314 1.92662  -0.271
C 4.11990 -2.31447 1.77263  -0.042
C 4.67015 -2.08080 0.36121  0.646
O 5.76201 -1.53199 0.28616  -0.778
O 3.96364 -2.45984 -0.64385  -0.535
H 2.31124 -4.23719 -2.15002  0.396
H 3.76340 -4.72721 0.88736  0.434
H 2.04464 -4.81121 1.36489  0.344
H 4.94452 -2.73855 2.35865  0.320
H 3.88412 -1.33259 2.18748  -0.147
C 3.98163 3.41513 -1.68007  -0.847
C 4.73907 3.85525 -0.53439  -1.043
C 4.26974 3.57897 0.70879  -1.416
C 3.05051 2.88100 0.95056  0.849
C 2.14899 2.60445 -0.21908  1.404
C 2.78321 2.82441 -1.54290  -1.224
C 2.79595 2.35471 2.22846  0.933
C 3.39972 2.91201 3.42284  -1.495
C 3.11657 2.41155 4.63953  -1.236
C 2.28598 1.24761 4.76546  1.348
C 2.01619 0.62755 5.98776  -0.604
C 1.28583 -0.54246 6.04959  -0.785
C 0.84229 -1.12387 4.85489  -1.047
C 1.07127 -0.52088 3.64007  0.126
C 1.76274 0.71380 3.55512  -1.221
N 1.93225 1.31761 2.35546  1.256
H 4.39112 3.56761 -2.67324  0.457
H 5.70506 4.32612 -0.66821  0.311
H 4.90360 3.81434 1.55649  0.194
H 2.21170 2.54315 -2.41590  0.402
H 4.02835 3.78679 3.33032  0.397
H 3.52319 2.86703 5.53749  0.311
H 2.41470 1.07099 6.89602  0.349
H 1.08092 -1.01578 7.00206  0.364
H 0.32480 -2.07625 4.88216  0.461
H 0.76890 -1.01124 2.72407  0.590
C -0.57496 0.09973 0.63582  -0.980
Si -2.20927 0.33005 -0.19927  -1.911
C -2.38853 -0.71590 -1.77600  -0.603
N -1.48710 -1.85518 -1.69731  1.021
C -1.04288 -2.40773 -2.96168  0.129
C -2.09882 -3.27865 -3.65148  -0.807
C -2.53057 -4.40281 -2.71112  -0.845
C -3.00962 -3.80961 -1.38691  -0.802
C -1.92365 -2.90614 -0.78835  -0.355
C -2.73408 2.12146 -0.51166  0.926
C -3.07644 2.92159 0.58263  -0.487
C -3.46497 4.24256 0.41960  -0.398
C -3.53500 4.79282 -0.85361  -0.688
C -3.21041 4.01504 -1.95384  -0.655
C -2.81186 2.69703 -1.77906  -0.057
C -3.56623 -0.24322 1.03042  0.726
C -4.92026 -0.06445 0.73154  -0.516
C -5.91874 -0.43859 1.61879  -0.679
C -5.58398 -1.00118 2.84429  -0.552
C -4.24774 -1.18966 3.16491  -0.780
C -3.25566 -0.81557 2.26564  -0.037
H -0.56316 -0.94424 0.96877  0.733
H -0.54335 0.72076 1.53651  0.595
H -2.09205 -0.10650 -2.63426  0.563
H -3.44379 -0.99849 -1.94724  0.470
H -0.15608 -3.01531 -2.74849  0.066
H -0.73082 -1.58955 -3.61537  -0.377
H -1.69370 -3.68150 -4.58467  0.421
H -2.96905 -2.66344 -3.91013  0.301
H -1.66846 -5.05143 -2.51731  0.291
H -3.31081 -5.01973 -3.16811  0.442
H -3.25737 -4.59878 -0.67085  0.458
H -3.92343 -3.22794 -1.55729  0.271
H -1.04395 -3.49704 -0.52134  0.238
H -2.30916 -2.45273 0.12680  -0.042
H -3.02995 2.50587 1.58367  0.391
H -3.70744 4.84531 1.28711  0.382
H -3.83526 5.82571 -0.98510  0.346
H -3.25109 4.44015 -2.94944  0.396
H -2.54979 2.11146 -2.65213  0.188
H -5.19751 0.38849 -0.21581  0.396
H -6.96025 -0.28466 1.35969  0.392
H -6.36059 -1.28173 3.54619  0.343
H -3.97337 -1.62375 4.11920  0.438
H -2.21703 -0.96214 2.54211  0.397
C 0.14493 3.44799 1.17295  -1.019
C 0.76163 3.13052 -0.17150  0.726
O 0.08951 3.30335 -1.18759  -0.711
H -0.81796 3.92591 1.00200  0.420
H 0.80992 4.10963 1.73338  0.578
H 0.01630 2.54583 1.77452  -0.081
N 0.55551 -0.35274 -7.71825  -0.680
C 0.68474 -0.24474 -6.57867  -0.213
C 0.84517 -0.10879 -5.16017  0.361
C 0.04112 0.78311 -4.44586  -0.816
C 0.19790 0.90471 -3.07590  0.612
C 1.14734 0.15443 -2.38156  0.169
C 1.95332 -0.72254 -3.11446  -0.784
C 1.80896 -0.86020 -4.48641  -0.770
H -0.69295 1.37700 -4.97931  0.445
H -0.39318 1.63309 -2.53913  0.161
H 2.70150 -1.31719 -2.59714  0.529
H 2.43403 -1.54609 -5.04598  0.454

Summary:
HOMO = -0.502 eV
Orbital gap = 4.5 eV
Energy above the lowest of the compared OMol25 structures with the same formula, charge and spin = 0.771 eV
Total charge = -2
LUMO level = 0.149 Eh

A molecular structure, C5H7NO. Source: the OMol25 dataset; level of theory: the ωB97M-V functional and the def2-TZVPD basis.

Each line ends with the Mulliken charge.
Element x y z (Å)
C 2.38028 -0.06794 0.68666  -0.719
N 1.28655 0.87957 0.51414  -0.526
C 0.29192 0.44286 -0.10463  0.762
O 0.12564 -0.81241 -0.69742  -0.428
C -1.22668 -0.46973 -1.03742  -0.010
C -1.98463 -0.21470 0.21302  -0.598
C -1.11203 0.87762 -0.39577  -0.496
H 3.31659 0.37544 0.33900  0.266
H 2.48544 -0.27777 1.75683  0.252
H 2.21940 -1.01730 0.16280  0.294
H -1.60237 -0.80381 -1.99601  0.376
H -1.64598 -0.69373 1.12885  0.192
H -3.05703 -0.07030 0.12420  0.264
H -1.47709 1.85221 -0.69424  0.369

Summary:
HOMO = -9.565 eV
Orbital gap = 10.6 eV
Energy above the lowest of the compared OMol25 structures with the same formula, charge and spin = 2.588 eV
LUMO level = 0.039 Eh

6 unconnected molecules or ions with the total composition C7H10Cl15O7P in a non-equilibrium geometry. Source: the OMol25 dataset; level of theory: the ωB97M-V functional and the def2-TZVPD basis.

Each line ends with the Mulliken charge.
Element x y z (Å)
O 0.62084 2.31326 -0.47144  -0.573
C 0.94572 1.47734 0.41408  0.783
O 0.26418 0.26417 0.67031  -0.224
C -1.16530 0.45040 0.82220  0.366
O -1.63836 0.35095 2.19175  -0.203
O -2.21760 1.55166 2.53872  -0.347
O 2.14166 1.81211 1.15146  -0.215
P 2.33794 0.79223 2.53560  -0.007
O 2.70725 -0.82560 2.11578  -0.406
O 0.98045 0.86308 3.57707  -0.151
H -1.57557 1.42233 0.39462  0.491
H -1.66713 -0.41327 0.23883  -0.453
H -1.45676 2.11542 2.81634  0.317
H 3.45273 -0.85720 1.46752  0.321
H 0.51231 -0.01323 3.56359  0.273
Cl 5.07038 0.74752 -3.50286  -0.166
C 4.03145 1.09891 -2.11404  0.083
Cl 2.66389 -0.02194 -2.06336  -0.094
Cl 4.95899 1.01902 -0.60870  -0.141
H 3.64221 2.10956 -2.22374  0.306
Cl -4.04385 1.77625 -0.95626  -0.108
C -4.49523 0.21696 -1.66084  -0.025
Cl -4.25644 0.23432 -3.41349  -0.126
Cl -3.56635 -1.09554 -0.91996  -0.046
H -5.55082 0.04399 -1.46067  0.324
Cl 4.20536 -0.39743 -7.79071  -0.130
C 3.05624 -0.43406 -6.44556  0.622
Cl 1.81359 0.80806 -6.65413  -0.122
Cl 2.31763 -2.03552 -6.30093  -0.130
H 3.59887 -0.22345 -5.52652  -0.228
Cl -1.73952 -3.81421 -0.20309  -0.073
C -2.70410 -5.16922 -0.80915  -0.007
Cl -3.55730 -5.96791 0.51893  -0.119
Cl -3.84809 -4.61802 -2.04086  -0.111
H -2.03029 -5.89098 -1.26653  0.313
Cl -2.29002 2.26308 7.06955  -0.135
C -0.76078 1.95711 6.23446  0.270
Cl -0.51545 3.13245 4.93508  -0.144
Cl 0.59053 2.00089 7.37481  -0.123
H -0.80443 0.96337 5.79311  0.139

Summary:
HOMO = -9.097 eV
Orbital gap = 9.3 eV
SMILES = O=C(OCOO)OP(O)O.ClC(Cl)Cl.ClC(Cl)Cl.ClC(Cl)Cl.ClC(Cl)Cl.ClC(Cl)Cl
LUMO level = 0.007 Eh

C3H4N4O in the gas phase in a non-equilibrium geometry. Source: the OMol25 dataset; level of theory: the ωB97M-V functional and the def2-TZVPD basis.

Each line ends with the Mulliken charge.
Element x y z (Å)
C -0.44490 -0.57699 -1.87360  -0.340
N -1.08260 0.40982 -1.09151  -0.802
N -0.46482 0.37042 0.12882  0.595
C -0.94481 1.03710 1.32851  -0.060
N -0.30962 0.68385 2.39188  -0.324
N 0.77450 -0.08439 1.94058  -0.433
C 0.77126 -0.04586 0.56784  0.545
O 1.64458 -0.63984 -0.26076  -0.576
H -0.82718 -0.30401 -2.94010  0.269
H 0.28273 -1.27944 -1.64200  0.371
H -1.94856 1.48222 1.28403  0.364
H 2.54944 -1.05289 0.16632  0.390

Summary:
HOMO = -9.252 eV
Orbital gap = 9.0 eV
Energy above the lowest of the compared OMol25 structures with the same formula, charge and spin = 4.511 eV
SMILES = C=Nn1cnnc1O
LUMO level = -0.008 Eh

C6H8N2 in the gas phase in a non-equilibrium geometry. Source: the OMol25 dataset; level of theory: the ωB97M-V functional and the def2-TZVPD basis.

Each line ends with the Mulliken charge.
Element x y z (Å)
C 3.13315 0.10685 2.32648  -0.577
C 2.39194 0.02885 1.36276  -0.199
C 1.61225 -0.38388 0.33686  0.373
C 0.73678 -0.86433 -0.47286  -0.394
C -0.74225 -0.84795 0.07238  -0.659
C -1.62038 0.63137 -1.56149  -0.805
N -1.13943 1.51674 0.50226  -0.945
N -1.20922 0.46650 -0.20870  0.724
H 4.06750 0.14897 2.83152  0.355
H -0.83230 1.20654 1.46516  0.216
H 0.84209 -1.04417 -1.52909  0.408
H -1.33714 -1.62553 -0.60002  0.246
H -0.86295 -1.18287 1.14489  0.394
H -0.73501 0.33364 -2.02504  0.308
H -2.35648 -0.14781 -1.75043  0.287
H -1.94854 1.65708 -1.89467  0.267

Summary:
HOMO (alpha / beta) = -7.808 / -6.500 eV
Orbital gap (alpha / beta) = 8.3 / 5.9 eV
Energy above the lowest of the compared OMol25 structures with the same formula, charge and spin = 7.295 eV
LUMO level (alpha / beta) = 0.019 / -0.023 Eh